P) The following is a quantum chemistry calculation of an isolated molecule of C4H9O2P, from the OMol25 dataset.

Last column: Löwdin charge in e.
Positions of all 16 atoms, in Å:
C 1.447 1.678 -0.673  -0.17
H -1.530 -2.359 2.371  0.07
H -1.172 1.014 -2.763  0.07
H -1.692 -0.041 -1.356  0.05
C -0.866 -2.454 1.494  -0.13
H 2.480 1.441 -0.305  0.07
O 0.232 -0.755 0.197  -0.24
H -1.338 -3.316 0.795  0.13
H 1.464 2.376 -1.536  0.07
O 1.473 -0.821 -1.921  -0.28
C -0.894 0.709 -1.732  -0.19
H 0.754 1.969 0.173  0.07
H -1.057 1.552 -1.013  0.05
H 0.085 -2.731 1.940  0.06
P 0.704 0.121 -1.179  0.48
C -0.957 -1.356 0.476  -0.10

- Gap between HOMO and LUMO: 9.18 eV
- HOMO level: -8.441 eV

Q) The following is a quantum chemistry calculation of a structure of composition C4H9O2P, from the OMol25 dataset.

Last column: Löwdin charge in e.
Positions of all 16 atoms, in Å:
C -0.161 -1.597 -0.960  -0.26
H 1.310 2.089 0.966  0.07
P -1.038 0.793 0.077  0.88
H 0.745 -0.662 0.693  0.07
H -1.316 2.561 1.616  0.09
H -1.995 0.044 0.780  -0.05
O 0.640 2.786 1.082  -0.12
C -0.018 -0.597 -0.002  -0.27
H -0.827 -1.479 -1.780  0.10
O 0.817 1.096 -1.133  -0.28
H 0.607 0.880 -1.991  -0.06
C 0.473 -2.757 -1.073  0.07
H 1.288 -2.976 -0.357  0.08
C -0.418 1.903 1.427  -0.46
H 0.079 -3.555 -1.728  0.08
H -0.184 1.471 2.384  0.07

- Gap between HOMO and LUMO (spin up / spin down): 6.76 / 6.76 eV
- HOMO level (spin up / spin down): -8.133 / -8.133 eV

R) The following is a quantum chemistry calculation of a structure of composition C4H9O2P, from the OMol25 dataset.

Last column: Löwdin charge in e.
Positions of all 16 atoms, in Å:
O 0.816 1.851 1.107  -0.19
C -0.877 0.134 1.339  -0.22
C -0.524 1.618 1.531  -0.22
H -0.788 -0.468 -0.731  0.12
H 0.391 -1.317 0.340  0.08
C 2.763 0.280 -0.163  -0.15
H -0.638 1.944 2.570  0.12
H 3.455 1.114 0.085  0.07
H 2.865 -0.525 0.579  0.05
H -1.935 -0.011 1.168  0.11
H -0.649 -0.411 2.240  0.11
H -1.228 2.236 0.897  0.14
P 1.073 0.891 -0.117  0.48
H 3.041 -0.079 -1.149  0.05
C -0.115 -0.398 0.152  -0.22
O 0.815 1.606 -1.382  -0.32

- Gap between HOMO and LUMO: 10.38 eV
- HOMO level: -9.584 eV

The relative energies come out as P) 75.8; Q) 151.6; R) 0.0, with values in kcal/mol.

P) The following is a quantum chemistry calculation of a cluster of 6 separate species, H12O6 in total, from the OMol25 dataset.

Last column: Löwdin charge in e.
Positions of all 18 atoms, in Å:
H -0.886 4.874 -0.219  0.07
H 1.983 1.769 -0.593  0.06
O -1.098 -1.864 -2.634  0.28
H -0.529 -0.405 0.043  0.06
O 1.380 2.369 -0.154  -0.02
H 1.609 2.302 0.773  0.07
H -0.721 -1.170 -2.093  0.03
H -0.050 0.870 -0.617  0.04
H -0.273 -1.507 3.658  0.06
H -1.929 -2.075 -2.209  0.12
H 1.510 -3.333 0.228  0.07
O -0.280 -0.039 -0.806  0.02
O 0.902 -2.749 0.681  -0.02
H -0.264 3.603 -0.757  0.02
O -0.571 -1.871 2.824  0.03
H 0.231 -2.008 2.321  0.00
H 0.095 -2.798 0.168  0.04
O -1.108 4.032 -0.616  0.08

- Gap between HOMO and LUMO (spin up / spin down): 12.29 / 2.38 eV
- Multiplicity: 2
- HOMO level (spin up / spin down): -15.677 / -14.056 eV
- <S²>: 0.7560
- Charge: +1

Q) The following is a quantum chemistry calculation of a cluster of 6 separate species, H12O6 in total, from the OMol25 dataset.

Last column: Löwdin charge in e.
Positions of all 18 atoms, in Å:
H 1.777 -1.781 0.635  0.04
H -0.872 0.222 -0.372  0.08
H 0.296 -1.483 -2.863  0.12
O 1.271 1.744 1.293  -0.03
H 2.461 -0.435 0.534  0.03
H -3.026 -0.682 -1.415  0.05
O -1.475 1.470 1.525  -0.01
H 1.087 2.680 1.368  0.08
O 1.062 -1.367 -2.300  0.34
H 0.376 0.138 0.481  0.03
H -0.535 1.648 1.494  -0.03
O -0.195 -0.388 -0.080  0.13
H 1.881 1.561 2.007  0.09
O 2.238 -1.126 1.158  -0.02
H -2.894 -1.762 -2.468  0.05
H 0.699 -1.116 -1.450  0.03
H -1.773 1.892 2.331  0.07
O -2.377 -1.214 -1.877  -0.04

- Gap between HOMO and LUMO (spin up / spin down): 12.25 / 4.11 eV
- Multiplicity: 2
- HOMO level (spin up / spin down): -15.599 / -15.150 eV
- <S²>: 0.7582
- Charge: +1

R) The following is a quantum chemistry calculation of a cluster of 6 separate species, H12O6 in total, from the OMol25 dataset.

Last column: Löwdin charge in e.
Positions of all 18 atoms, in Å:
O -1.010 -2.621 -1.044  0.14
H 2.146 0.164 -2.101  0.05
O 1.613 -0.625 -2.206  -0.03
H -0.225 -2.648 -1.590  0.07
H -0.792 0.252 0.758  0.02
O -1.627 -0.391 2.181  0.02
H 0.051 0.129 -0.494  0.06
O 0.965 -0.214 2.560  -0.02
H 1.811 -0.126 2.120  0.07
H -2.112 -0.724 2.936  0.09
H -0.167 2.349 -1.369  0.01
H 1.401 -0.649 -3.139  0.06
O -0.749 0.532 -0.157  0.19
H -0.531 3.612 -2.120  0.08
H 1.188 -0.384 3.475  0.08
H -1.201 -1.689 -0.944  0.04
H -0.736 -0.261 2.506  -0.01
O -0.024 3.295 -1.372  0.08

- Gap between HOMO and LUMO (spin up / spin down): 12.78 / 3.47 eV
- Multiplicity: 2
- HOMO level (spin up / spin down): -16.205 / -14.699 eV
- <S²>: 0.7573
- Charge: +1

The relative energies come out as P) 10.1; Q) 0.0; R) 8.9, with values in kcal/mol.

P) The following is a quantum chemistry calculation of an isolated molecule of C4H3FN2S, from the OMol25 dataset.

Last column: Löwdin charge in e.
Positions of all 11 atoms, in Å:
N -2.110 -1.069 -1.019  0.03
C -0.386 0.278 -0.424  -0.26
H 2.220 2.649 0.306  -0.11
H 0.232 2.232 -0.943  0.10
C -1.587 0.088 -1.223  -0.14
C 0.437 1.330 -0.341  -0.41
N -1.323 -1.791 -0.075  0.10
S 1.850 1.393 0.664  0.84
H -2.072 0.795 -1.903  0.12
C -0.349 -1.008 0.248  -0.36
F 0.596 -1.342 1.112  0.09

- Gap between HOMO and LUMO: 8.88 eV
- HOMO level: -9.807 eV
- Structure (SMILES): FC1=NN=C/C1=C/S

Q) The following is a quantum chemistry calculation of an isolated molecule of C4H3FN2S, from the OMol25 dataset.

Last column: Löwdin charge in e.
Positions of all 11 atoms, in Å:
H 1.435 -0.107 -1.872  0.09
H -1.216 0.186 -1.485  0.19
F -0.559 -1.600 -0.608  -0.03
S 0.048 1.816 0.778  0.89
N 1.455 1.194 -0.423  -0.08
C 0.136 -0.739 1.463  -0.23
C -0.467 -0.211 -0.679  -0.36
N 0.794 -1.653 1.887  0.16
C 0.924 0.165 -1.050  -0.18
C -0.750 0.329 0.769  -0.61
H -1.800 0.620 1.219  0.15

- Gap between HOMO and LUMO: 9.86 eV
- HOMO level: -9.738 eV
- Structure (SMILES): N#C[C@H]1SN=C[C@H]1F

The relative energies come out as P) 0.0; Q) 31.3, with values in kcal/mol.

P) The following is a quantum chemistry calculation of the ion CH4ClN2O with charge +1, from the OMol25 dataset.

Last column: Löwdin charge in e.
Positions of all 9 atoms, in Å:
Cl 1.952 0.595 0.232  0.91
H -1.131 -1.365 -0.459  0.17
H 0.893 -2.506 0.690  0.12
N -0.551 1.531 -0.170  0.19
N -0.322 -0.940 0.050  0.00
C 0.283 0.538 0.006  -0.59
H -0.317 2.524 0.014  0.17
H -1.510 1.543 -0.321  0.12
O 0.703 -1.920 -0.042  -0.10

- Gap between HOMO and LUMO: 9.99 eV
- HOMO level: -15.168 eV
- Structure (SMILES): N/C(Cl)=[NH+]/O
- Charge: +1

Q) The following is a quantum chemistry calculation of a cluster of 2 separate species, CH4ClN2O in total, from the OMol25 dataset.

Last column: Löwdin charge in e.
Positions of all 9 atoms, in Å:
Cl 0.174 1.575 -0.172  0.89
H 2.548 -1.090 0.047  0.14
H -2.499 0.592 -0.948  0.20
N 2.127 -0.189 -0.008  0.13
O -2.164 0.458 0.025  -0.14
C 0.887 0.117 -0.116  -0.53
N -2.058 -0.792 0.074  0.08
H -1.795 -1.198 1.025  0.12
H 2.780 0.525 0.074  0.10

- Gap between HOMO and LUMO (spin up / spin down): 6.03 / 9.86 eV
- HOMO level (spin up / spin down): -13.143 / -14.736 eV
- Charge: +1

The relative energies come out as P) 0.0; Q) 70.6, with values in kcal/mol.

P) The following is a quantum chemistry calculation of a cluster of 6 separate species, C2H16O5 in total, from the OMol25 dataset.

Last column: Löwdin charge in e.
Positions of all 23 atoms, in Å:
H 3.606 0.255 0.502  0.06
H -3.304 0.885 -0.785  0.04
H -0.842 -0.626 1.270  0.06
H -1.431 3.378 1.722  0.06
O -1.179 2.762 1.027  -0.05
O -3.642 1.168 0.070  -0.05
H -1.103 -1.505 -1.514  0.06
H -1.976 2.398 0.614  0.01
H -3.692 0.329 0.552  0.06
O 1.395 2.023 -0.055  -0.07
H 0.542 -1.662 0.939  0.04
H 2.208 0.135 -0.036  0.00
H 1.415 2.619 -0.828  0.06
H 2.585 -2.220 -0.407  0.00
H -1.036 -2.269 0.633  0.06
O 2.931 -0.424 0.303  -0.08
H 0.553 -0.931 -1.322  0.04
C -0.429 -1.358 0.563  -0.16
H 0.475 2.127 0.257  0.00
C -0.444 -0.891 -0.895  -0.17
O 2.045 -3.026 -0.353  -0.08
H 2.084 -3.320 -1.284  0.05
H -0.762 0.153 -0.977  0.04

- Gap between HOMO and LUMO: 11.19 eV
- HOMO level: -10.728 eV
- Structure (SMILES): CC.O.O.O.O.O

Q) The following is a quantum chemistry calculation of a cluster of 6 separate species, C2H16O5 in total, from the OMol25 dataset.

Last column: Löwdin charge in e.
Positions of all 23 atoms, in Å:
H 0.145 0.726 -3.178  -0.07
H 0.693 2.079 -3.291  0.05
C 1.229 -1.160 2.102  -0.17
H 1.037 -0.453 2.904  0.05
O 0.193 -1.128 -2.781  -0.06
H 2.156 -0.620 1.619  0.10
H -1.227 3.558 -2.109  0.12
H 0.277 -0.753 0.318  0.04
H -2.560 3.979 -1.841  -0.05
H -0.489 -1.037 -3.526  0.10
H 1.699 2.729 1.077  0.03
H 1.560 -2.134 2.546  0.07
O 0.028 1.561 -2.848  -0.02
H -1.395 -3.208 3.489  0.02
O -1.875 4.452 -2.188  -0.09
C -0.020 -1.300 1.180  -0.16
H -1.022 -0.969 1.662  0.12
H -0.557 -3.045 2.303  0.03
H -0.050 -2.293 0.999  -0.01
O 1.050 2.052 0.923  -0.06
H 0.733 2.060 -0.005  0.04
H -0.367 -1.368 -2.054  0.03
O -1.239 -3.728 2.699  -0.10

- Gap between HOMO and LUMO: 11.55 eV
- HOMO level: -11.315 eV
- Structure (SMILES): CC.O.O.O.O.O

The relative energies come out as P) 0.0; Q) 51.6, with values in kcal/mol.

P) The following is a quantum chemistry calculation of an isolated molecule of C3H3FN2S, from the OMol25 dataset.

Last column: Löwdin charge in e.
Positions of all 10 atoms, in Å:
H -2.093 2.021 0.987  -0.07
C 1.259 -0.271 -0.027  -0.30
H 0.471 1.653 0.283  0.14
C 0.599 -1.511 -0.268  -0.08
F 2.521 -0.011 0.092  0.13
S -2.418 0.915 0.101  0.77
N 0.249 0.723 -0.016  0.10
C -0.972 0.061 -0.193  -0.80
H 1.104 -2.348 -0.663  0.09
N -0.721 -1.233 -0.294  0.02

- Gap between HOMO and LUMO: 8.57 eV
- HOMO level: -8.211 eV
- Structure (SMILES): Fc1cnc(S)[nH]1

Q) The following is a quantum chemistry calculation of an isolated molecule of C3H3FN2S, from the OMol25 dataset.

Last column: Löwdin charge in e.
Positions of all 10 atoms, in Å:
F -3.606 -0.156 0.419  0.04
H -1.167 0.552 1.723  0.11
C -0.913 -1.523 -1.649  -0.75
S -1.368 -2.566 -2.732  0.67
H 0.496 0.706 -0.306  0.10
C -1.161 0.088 0.753  -0.16
H 1.024 -0.737 -1.399  0.13
N 0.051 -0.088 0.062  -0.04
C -2.300 -0.331 0.214  -0.05
N 0.105 -0.928 -1.114  -0.05

- Gap between HOMO and LUMO (spin up / spin down): 7.57 / 8.17 eV
- HOMO level (spin up / spin down): -7.699 / -8.535 eV

The relative energies come out as P) 0.0; Q) 109.9, with values in kcal/mol.